A cluster of 9 separate species, C44H49F6N3O4 in total in a non-equilibrium geometry. Source: the Open Molecules 2025 dataset; level of theory: wB97M-V/def2-TZVPD.

Last column: Mulliken charge in e.
Positions of all 106 atoms, in Å:
H  3.58478  28.47726  -12.57183  0.49
C  0.46332  27.49136  -13.42329  -0.68
H  -0.79254  28.40099  -10.58426  0.69
O  6.51791  26.14126  -13.01638  -0.51
F  -3.91891  27.10151  -11.18449  -0.30
C  -3.31671  26.73099  -5.67708  -0.32
C  2.83601  27.92630  -13.12170  -0.83
C  -2.06543  26.85668  -5.02960  -0.23
C  -0.66915  29.39043  -10.17804  -0.48
H  4.08001  27.19028  -14.67694  0.42
H  4.62173  27.24927  -9.33057  0.02
H  -0.09421  26.34444  -15.13371  0.46
C  3.05445  27.24797  -14.32423  -0.14
C  5.22374  24.92761  -10.96742  0.32
O  6.32974  24.35428  -11.66921  -0.34
H  -1.20579  25.38264  -10.23934  0.56
C  0.90960  25.87326  -9.70537  0.54
H  1.40388  25.82748  -10.66534  0.46
C  0.52525  23.36570  -12.90795  0.10
H  1.33854  28.27341  -11.62096  0.15
H  2.91302  28.80568  -6.48908  0.73
C  1.11827  28.30294  -3.83789  -0.66
C  -4.09822  27.40679  -9.91024  1.18
C  4.70239  30.83654  -7.83250  -0.49
H  -0.81952  32.61356  -9.49537  0.48
C  0.73287  26.79571  -14.59910  -0.39
C  -1.35337  25.70436  -4.84297  -0.02
N  -0.75270  25.91054  -8.23696  0.92
H  -8.03845  27.73986  -9.56538  0.33
H  -8.14560  27.59316  -11.29906  0.30
H  0.36515  31.17114  -7.63207  0.32
H  0.72603  24.41996  -12.76452  0.22
H  4.70405  22.99286  -10.25162  0.45
H  -0.15856  19.60566  -13.56543  0.37
C  -8.29034  25.66907  -10.30046  -1.09
C  4.70904  28.27647  -9.00287  -0.17
C  8.18910  24.42556  -13.14815  0.86
F  8.08058  23.09401  -13.11978  -0.25
C  -5.59570  27.52543  -9.50881  0.17
H  -3.51207  23.36500  -5.99388  0.39
C  0.77716  29.60152  -4.11907  -0.92
H  -1.67946  27.83709  -4.78872  0.38
H  0.35378  26.49710  -6.53609  0.12
C  -0.08078  21.18624  -12.08223  -0.56
H  3.47064  24.22793  -9.88326  0.22
C  1.56519  30.01582  -5.21445  -0.43
H  3.61685  23.53527  -11.49408  0.29
C  0.48350  21.46492  -14.39489  -0.39
C  -3.08330  24.31773  -5.71391  -0.44
C  1.46168  26.14900  -8.43330  -0.35
N  -0.08998  29.50708  -8.94852  0.88
C  3.67959  29.17781  -9.25547  0.36
H  -0.54945  27.60050  -13.05606  0.44
C  -0.02087  30.80961  -8.56767  -0.37
H  5.65871  25.30221  -10.03829  0.22
H  0.53293  21.01525  -15.37952  0.34
F  9.21625  24.77828  -12.35624  -0.25
F  8.45595  24.84957  -14.37115  -0.23
H  1.55111  31.01373  -5.61570  0.69
H  -9.37858  25.74424  -10.40670  0.37
H  0.07168  28.72835  -8.32624  -0.08
N  2.04876  27.88300  -4.75041  0.03
C  0.40646  26.19714  -7.56843  -1.15
H  -0.39361  25.87558  -4.36163  0.14
C  -1.82782  24.41470  -5.14258  -0.59
H  -4.88408  25.41059  -6.19917  0.47
H  0.81932  27.55301  -3.12083  0.56
H  2.23795  26.29381  -16.05743  0.42
H  4.70488  31.80449  -7.34970  0.43
H  -7.93808  24.97577  -11.05681  0.32
H  0.88053  23.52212  -14.98634  0.34
H  -1.18446  23.58662  -4.88521  0.43
C  1.51764  27.95351  -12.63982  0.40
C  0.72380  22.81212  -14.18397  -0.54
H  2.88480  31.13154  -8.96478  0.46
F  -3.44358  28.50917  -9.62619  -0.23
H  -0.10939  23.01304  -10.92594  0.31
C  5.74453  28.69421  -8.20076  -0.35
C  2.36257  28.92975  -5.56879  -0.71
C  -7.78716  27.08846  -10.40274  -0.27
C  0.15226  22.53738  -11.86466  -0.09
H  0.05034  30.16108  -3.55187  0.48
C  6.89248  25.08522  -12.62291  0.40
O  -5.95972  27.78242  -8.40545  -0.55
C  0.09221  20.63464  -13.34965  -0.46
H  6.59157  28.02527  -8.08666  0.38
H  -1.65367  25.89616  -7.78877  -0.01
H  -3.90451  27.63329  -5.80021  0.41
C  -1.05191  30.65164  -10.56522  -1.11
H  -8.14477  25.28367  -9.29164  0.30
C  4.18465  23.88016  -10.62746  -1.22
C  5.79314  29.98103  -7.65834  -0.61
H  2.49878  26.37529  -8.24557  0.43
C  3.70903  30.46684  -8.74022  -0.86
H  4.73203  25.65157  -11.62049  0.09
H  -0.37063  20.54079  -11.26243  0.37
H  -1.59656  30.79861  -11.48559  0.47
H  2.37459  26.93704  -4.69280  0.28
C  -0.63233  31.55346  -9.55073  -0.82
O  -6.34067  27.07832  -10.48893  -0.25
F  -3.59219  26.38831  -9.19948  -0.29
C  -3.83049  25.49130  -5.96169  -0.64
H  6.69793  30.22597  -7.11964  0.38
H  2.81309  28.95139  -9.86653  0.43
C  -0.42109  25.66396  -9.55465  -1.59
C  2.03710  26.74121  -15.09370  -0.70

Computed properties:
highest occupied orbital energy	-0.295	Ha
structure (SMILES)	CCOC(=O)C(F)(F)F.CCOC(=O)C(F)(F)F.c1cc[nH]c1.c1cc[nH]c1.c1cc[nH]c1.c1ccccc1.c1ccccc1.c1ccccc1.c1ccccc1
calculated total energy	-2770.4320	Ha
Kohn-Sham gap	0.3145	Ha